Record 1
14
Properties=species:S:1:pos:R:3:forces:R:3:lowdin_charge:R:1 method="wB97M-V/def2-TZVPD" smiles=Cc1coc(N)c1 homo_lumo_gap_ev=9.15
C 0.843 1.119 -1.746 0.1 0.0 -0.1 -0.0508
C 0.527 0.143 -0.652 0.2 0.0 0.1 -0.2731
C -0.748 -0.473 -0.412 0.0 0.1 0.2 0.0117
C -0.707 -0.934 0.862 0.0 0.3 -0.1 -0.3947
N -1.755 -1.073 1.780 0.1 -0.1 0.1 0.1038
O 0.542 -0.785 1.384 -0.1 0.1 0.1 0.0357
C 1.272 -0.117 0.452 0.2 0.2 -0.2 -0.0864
H 1.152 2.069 -1.295 0.0 -0.1 -0.2 0.0802
H 1.637 0.787 -2.418 -0.1 0.0 0.0 0.0751
H -0.056 1.319 -2.336 0.2 -0.1 0.0 0.0755
H -1.611 -0.489 -1.065 0.1 0.1 0.2 0.1176
H -1.453 -1.591 2.597 -0.1 -0.2 -0.1 0.0841
H -1.917 -0.119 2.098 -0.4 -0.2 0.1 0.0945
H 2.276 0.144 0.752 -0.1 -0.1 -0.1 0.1266

---

Record 2
14
Properties=species:S:1:pos:R:3:forces:R:3:lowdin_charge:R:1 method="wB97M-V/def2-TZVPD" homo_lumo_gap_ev=9.06
C -1.348 1.805 0.770 0.0 0.1 0.0 -0.0537
N -1.199 0.532 0.085 0.1 -0.2 -0.1 0.0461
C -0.033 -0.122 0.039 -0.2 0.1 -0.1 -0.4606
O 1.032 0.332 0.619 0.0 0.0 -0.1 -0.0076
C 1.792 -0.296 -0.703 0.1 -0.2 0.1 0.0314
C 1.695 -1.719 -0.309 0.1 0.0 0.0 -0.1659
C 0.377 -1.172 -0.809 -0.3 0.0 -0.1 -0.1371
H -2.032 2.440 0.202 0.1 -0.1 0.1 0.0868
H -1.733 1.672 1.787 0.1 0.0 -0.2 0.0868
H -0.367 2.282 0.819 -0.2 0.0 0.0 0.0906
H -1.939 0.192 -0.508 0.1 0.0 0.2 0.1470
H 1.763 -2.042 0.728 0.0 0.1 -0.1 0.1077
H 2.154 -2.387 -1.037 0.0 0.1 0.1 0.1061
H -0.161 -1.517 -1.683 0.1 0.1 0.1 0.1225

---

Record 3
14
Properties=species:S:1:pos:R:3:forces:R:3:lowdin_charge:R:1 method="wB97M-V/def2-TZVPD" homo_lumo_gap_ev="8.40 / 8.08"
C 1.920 -0.719 -0.229 1.5 -4.1 0.3 -0.2056
C -0.776 -1.470 0.709 -1.9 -0.2 -1.1 -0.1329
C -0.147 -1.909 -0.546 1.9 0.7 0.4 -0.0326
C -0.292 -0.441 -0.344 -2.0 -3.5 0.3 -0.3297
C 1.039 1.617 -0.104 1.3 -2.2 -0.5 0.0404
N 0.971 0.136 -0.294 -1.7 4.2 0.5 -0.0541
O 3.060 -0.969 0.028 -2.0 1.1 -0.6 0.1425
H -1.881 -1.655 0.993 1.5 0.6 -1.1 0.1296
H -0.241 -1.511 1.560 2.0 -0.2 2.8 0.0410
H -0.573 -2.608 -1.259 0.1 0.4 -0.1 0.0715
H -1.174 0.009 -0.656 -0.7 1.9 -1.4 0.1160
H 2.019 1.873 -0.293 2.2 0.7 -1.0 0.0720
H 0.397 2.196 -0.674 -1.4 0.4 -1.6 0.0768
H 0.937 1.951 0.854 -0.8 0.2 3.1 0.0652

---

Record 4
14
Properties=species:S:1:pos:R:3:forces:R:3:lowdin_charge:R:1 method="wB97M-V/def2-TZVPD" multiplicity=3 homo_lumo_gap_ev="6.25 / 8.05"
C 1.903 0.437 -1.269 1.5 2.2 -0.6 -0.0793
C 1.001 -0.581 -0.972 -2.8 -0.5 -0.4 -0.0640
C -2.212 0.205 0.538 0.9 -0.7 0.5 0.1012
C 0.860 1.515 -0.863 -1.2 -1.0 -0.5 -0.0960
C -0.089 0.292 -0.688 7.5 -0.7 -1.9 -0.3034
N -1.194 0.174 -0.104 -4.1 0.1 1.9 0.0519
O -0.413 -1.922 2.558 0.1 2.2 -3.3 -0.0930
H 2.963 0.632 -1.620 -1.7 -0.8 0.5 0.1050
H 0.880 -1.648 -1.131 0.7 0.0 0.2 0.0966
H -3.154 0.318 0.074 -1.9 0.5 -0.3 0.0321
H -1.097 -2.177 3.135 -1.4 -0.4 1.0 -0.0098
H 1.048 1.907 0.126 0.1 0.8 0.0 0.0991
H 0.378 2.181 -1.615 1.0 0.0 0.5 0.1148
H -0.873 -1.333 1.830 1.3 -1.8 2.3 0.0446

---

Record 5
15
Properties=species:S:1:pos:R:3:forces:R:3:lowdin_charge:R:1 method="wB97M-V/def2-TZVPD" smiles="O[C@@]12CC=NO[C@H]1C2" homo_lumo_gap_ev=10.08
C 0.070 -0.712 -0.589 -0.5 0.8 -1.0 -0.4584
C -1.280 -0.026 -0.928 1.5 -1.4 -0.6 -0.0851
C -1.457 0.838 0.283 1.6 1.6 2.0 -0.0897
C 0.994 0.417 -0.274 -0.5 1.5 -0.8 -0.2379
C 1.513 -0.743 -1.072 0.3 -0.6 -0.5 0.0373
H -0.147 -1.182 1.327 0.1 -0.3 -1.1 0.1270
H -2.104 -0.715 -1.106 -0.1 -0.1 0.4 0.1137
H -1.161 0.498 -1.875 -0.1 0.5 0.1 0.1196
H -2.466 1.163 0.539 0.4 0.2 0.1 0.1088
H 0.974 1.331 -0.921 -0.5 -0.9 0.6 0.1685
H 2.084 -1.536 -0.600 -0.2 0.0 -0.2 0.1119
H 1.791 -0.552 -2.140 -0.2 0.2 1.3 0.1274
N -0.532 1.253 1.171 -4.5 -1.0 -1.9 0.0373
O -0.009 -1.620 0.448 -0.5 -0.2 1.6 0.0152
O 0.723 0.817 1.060 3.2 -0.3 0.2 -0.0956

---

Record 6
15
Properties=species:S:1:pos:R:3:forces:R:3:lowdin_charge:R:1 method="wB97M-V/def2-TZVPD" smiles="N[C@H]1[C@@H]2C[C@H]1C(=O)O2" homo_lumo_gap_ev=10.03
C -0.971 -0.176 -0.066 1.4 -2.1 -0.1 -0.3916
C -0.224 0.721 1.031 -2.7 1.1 -2.2 -0.2591
C 0.241 1.511 -0.250 1.8 1.0 -1.8 -0.0304
C 0.252 -0.025 -0.916 3.1 2.5 1.1 -0.1166
C 1.443 -0.374 0.066 3.2 -1.1 3.1 -0.3161
H -0.222 -2.327 -0.472 -3.1 3.5 2.7 0.2078
H -1.927 -2.225 0.505 4.1 3.1 -1.1 0.1815
H -1.825 0.362 -0.466 -0.5 -0.6 -0.1 0.1459
H -0.929 1.076 1.866 1.8 -0.3 -1.1 0.1800
H -0.351 2.301 -0.729 -0.7 -0.8 0.2 0.1063
H 1.272 1.922 -0.414 -0.6 -0.2 1.3 0.1219
H 0.611 -0.474 -1.862 -1.3 0.9 -0.1 0.1523
N -0.897 -1.551 0.268 -3.2 -7.8 -0.7 -0.0374
O 2.665 -0.725 0.091 -6.0 1.4 -1.3 0.0695
O 0.863 -0.017 1.346 2.6 -0.8 0.0 -0.0141

---

Record 7
15
Properties=species:S:1:pos:R:3:forces:R:3:lowdin_charge:R:1 method="wB97M-V/def2-TZVPD" homo_lumo_gap_ev=8.57
C 0.212 -2.206 0.709 0.8 -0.3 0.4 -0.1578
C 0.736 0.190 0.979 0.7 0.5 1.5 -0.5957
C 0.334 1.476 0.469 -0.2 -0.4 0.5 -0.0087
C -0.274 1.752 -0.680 1.2 -1.2 -0.2 -0.0183
C -0.885 1.095 -1.905 -2.3 7.8 3.2 -0.2915
H 0.788 -2.341 2.239 -1.5 0.4 -4.8 0.2033
H 0.909 -3.025 -0.289 -2.8 2.0 3.6 0.1498
H -1.392 -2.319 0.953 4.6 0.1 -1.0 0.1639
H 0.518 -0.749 -0.997 -0.4 0.1 4.1 0.1815
H 0.376 2.216 1.276 0.3 0.2 -0.7 0.1326
H -0.342 2.752 -0.569 -1.4 3.5 -1.2 0.0538
H -1.698 1.855 -2.307 1.5 -0.9 -0.1 0.1462
N 0.542 -0.815 0.142 -0.7 -4.6 -2.5 -0.0808
O 1.130 0.126 2.146 -0.5 -0.5 -0.6 0.0258
O -0.953 -0.006 -2.167 0.6 -6.8 -2.2 0.0961

---

Record 8
15
Properties=species:S:1:pos:R:3:forces:R:3:lowdin_charge:R:1 method="wB97M-V/def2-TZVPD" smiles="CC1=C(N)[C@@H]2O[C@]12O" homo_lumo_gap_ev=8.27
C -0.043 -0.520 -1.874 0.1 0.0 0.2 -0.0445
C -0.419 -0.984 0.802 0.0 2.4 1.1 -0.4638
C 0.255 0.913 0.320 -0.8 -0.1 -0.3 -0.2420
C -0.090 -0.149 -0.437 0.1 0.3 0.0 -0.1428
N 0.594 2.217 0.095 0.1 -0.1 0.0 0.1261
C -0.052 0.239 1.650 -0.2 -1.6 -1.3 -0.0519
O 0.700 -1.013 1.627 1.1 -0.7 0.6 0.0353
O -1.416 -1.876 0.947 -0.4 -0.6 0.1 0.1046
H -1.052 -2.771 0.962 0.0 0.1 0.0 0.1233
H 0.904 2.444 -0.837 0.1 0.2 0.2 0.0959
H 1.012 2.707 0.871 0.1 0.1 -0.3 0.0958
H -0.295 0.636 2.619 -0.4 -0.1 0.1 0.1392
H 0.181 0.357 -2.480 0.0 0.0 -0.1 0.0699
H 0.722 -1.276 -2.064 0.0 0.0 -0.1 0.0781
H -1.003 -0.924 -2.201 0.0 0.0 -0.1 0.0770

---

Record 9
15
Properties=species:S:1:pos:R:3:forces:R:3:lowdin_charge:R:1 method="wB97M-V/def2-TZVPD" smiles="CC1(C)C=NOC1=O" homo_lumo_gap_ev=11.03
C -1.868 0.708 0.309 2.7 1.6 -1.7 0.0182
C -0.585 0.046 -0.244 -0.9 -1.5 -2.9 -0.4514
C -0.978 -1.199 -1.132 1.8 -1.6 1.2 -0.0211
C 0.312 0.890 -1.090 2.5 0.4 3.6 -0.0655
C 0.443 -0.413 0.713 -0.6 -1.6 3.2 -0.4520
H -1.456 1.678 0.600 -0.9 0.0 1.1 0.0988
H -2.298 0.064 1.009 -0.8 -0.5 1.4 0.0770
H -2.528 0.951 -0.514 -0.3 -0.3 -0.2 0.0863
H -1.349 -2.059 -0.457 0.4 1.5 -1.0 0.1138
H -1.736 -0.944 -1.883 0.5 -0.1 0.1 0.0811
H 0.047 -1.583 -1.540 -2.1 0.4 0.1 0.1247
H 0.173 1.278 -2.019 -0.8 1.1 -2.6 0.0988
N 1.486 1.135 -0.556 -2.4 -0.8 -0.7 0.1388
O 1.515 0.417 0.684 0.3 -0.3 -0.3 0.0286
O 0.336 -1.357 1.486 0.5 1.8 -1.3 0.1239

---

Record 10
15
Properties=species:S:1:pos:R:3:forces:R:3:lowdin_charge:R:1 method="wB97M-V/def2-TZVPD" smiles="Cc1cc(=O)n(C)o1" homo_lumo_gap_ev=9.66
C -0.266 1.614 -0.224 0.0 -0.3 -0.1 0.0811
C 0.699 0.652 -0.066 -2.6 -0.1 0.7 -0.2878
C -1.570 0.889 -0.171 -4.3 3.6 0.0 -0.3911
C 2.154 0.783 0.085 -0.6 2.0 -0.1 -0.0013
C -2.161 -1.336 0.597 -0.6 0.7 -0.5 0.0207
N -1.256 -0.386 0.003 0.4 -1.6 0.0 -0.0845
O -2.833 1.298 -0.180 5.3 -1.5 0.0 -0.0633
O 0.093 -0.570 0.194 1.3 0.2 -0.6 0.0542
H -0.134 2.727 -0.282 -0.2 -1.6 -0.1 0.1382
H 2.583 0.246 0.907 -0.1 -0.1 0.7 0.0835
H 2.744 0.531 -0.777 0.0 0.0 -0.6 0.0819
H 2.111 1.908 0.226 1.3 -1.2 0.1 0.1136
H -2.714 -0.762 1.284 -0.8 0.4 1.3 0.0842
H -2.880 -1.720 -0.075 -0.7 0.2 -1.4 0.0861
H -1.831 -2.241 1.011 1.8 -0.7 0.8 0.0845

---

Record 11
16
Properties=species:S:1:pos:R:3:forces:R:3:lowdin_charge:R:1 method="wB97M-V/def2-TZVPD" smiles="CN1C(=O)CS[C@H]1C=O" homo_lumo_gap_ev=9.72
C -0.386 -1.167 0.498 -1.1 -1.5 -1.8 -0.4630
C 0.414 -1.188 1.776 2.5 -2.2 -1.3 -0.3975
C 1.935 1.118 -0.181 -1.8 -3.1 -0.3 -0.2779
C 0.455 1.050 0.504 2.0 4.4 2.0 -0.5309
C -1.037 0.284 -1.284 -0.8 -1.1 -3.1 -0.0562
N -0.349 0.099 -0.088 -0.4 -2.3 1.8 -0.1945
O -0.982 -2.157 -0.001 1.7 3.1 1.5 0.0397
O 2.808 1.909 -0.330 -0.8 0.1 0.3 0.0745
S 0.926 0.481 2.204 -0.4 -0.6 -0.5 0.9428
H -0.250 -1.676 2.443 -0.3 -0.3 1.2 0.0688
H 1.357 -1.929 1.579 -2.3 1.7 0.6 0.1524
H 0.017 2.094 0.790 0.3 -1.7 -1.3 0.1425
H 1.947 -0.043 -0.494 1.0 1.7 0.1 0.1546
H -0.545 1.058 -1.835 -0.1 1.1 -0.2 0.0782
H -0.739 -0.610 -1.971 -1.4 1.1 1.2 0.1360
H -2.164 0.492 -1.190 1.7 -0.6 -0.2 0.1305

---

Record 12
16
Properties=species:S:1:pos:R:3:forces:R:3:lowdin_charge:R:1 method="wB97M-V/def2-TZVPD" smiles="C=CN=C.O=C=O.C=S" homo_lumo_gap_ev=8.52
C 1.312 -0.600 -2.498 -0.8 0.7 -1.6 -0.1076
C -2.284 0.880 2.826 -0.9 -0.9 0.4 -0.4860
C 1.796 -0.182 1.063 0.0 0.1 -2.7 0.0242
C -1.980 0.628 -0.532 0.9 2.2 -0.5 -0.6108
C 1.886 -0.760 -0.128 -1.0 -2.6 -1.1 -0.2166
N 1.368 -0.147 -1.333 0.9 1.0 1.7 -0.0563
O -2.861 0.018 2.368 -1.3 -2.3 -1.6 0.2180
O -1.785 1.716 3.393 2.2 3.2 1.5 0.2445
S -2.058 -0.677 -1.393 -0.3 -1.6 -0.2 0.6518
H 1.466 -1.646 -2.777 0.3 -0.1 0.0 0.0652
H 0.994 0.125 -3.390 0.5 -1.6 2.0 0.1096
H 1.431 0.770 1.208 -0.9 2.1 -0.1 0.0349
H 2.222 -0.581 1.889 1.1 -1.7 2.4 0.0186
H -1.936 1.568 -1.092 -0.3 0.1 0.3 0.0071
H -1.746 0.781 0.511 -0.2 -0.6 0.1 -0.0277
H 2.175 -1.894 -0.115 -0.1 2.1 -0.5 0.1310

---

Record 13
16
Properties=species:S:1:pos:R:3:forces:R:3:lowdin_charge:R:1 method="wB97M-V/def2-TZVPD" homo_lumo_gap_ev=10.45
O 2.969 1.090 -0.990 0.2 0.2 0.1 -0.0535
C 2.047 0.446 -1.837 -0.1 -0.3 -0.3 -0.2719
C 0.896 -0.118 -1.114 -1.1 -0.5 0.3 0.0322
C -0.086 -0.599 -0.593 0.9 0.5 -0.5 0.0390
C -1.234 -1.060 0.210 0.1 0.3 -1.1 -0.3579
O -0.792 -1.801 1.324 -0.4 0.2 -0.1 0.0107
C -2.054 0.146 0.639 1.3 1.1 5.5 -0.2393
N -3.152 0.279 1.200 0.4 1.5 1.6 0.1262
H 3.405 0.437 -0.433 -0.1 0.0 0.0 0.0916
H 1.688 1.197 -2.553 0.1 -0.2 0.2 0.1288
H 2.525 -0.356 -2.424 -0.1 0.2 0.1 0.1246
H -1.907 -1.696 -0.381 0.3 0.0 0.2 0.1598
H -0.235 -1.227 1.874 -0.2 0.0 -0.2 0.1061
O -1.111 1.038 1.700 0.7 -1.6 -2.8 -0.1623
H -0.282 1.203 1.233 0.4 0.6 0.3 0.0434
H -2.678 1.019 2.146 -2.5 -2.0 -3.3 0.2225

---

Record 14
16
Properties=species:S:1:pos:R:3:forces:R:3:lowdin_charge:R:1 method="wB97M-V/def2-TZVPD" multiplicity=3 homo_lumo_gap_ev="7.73 / 6.83"
C 0.585 2.305 -0.576 1.8 -0.9 -1.2 -0.4496
C -1.570 1.857 0.651 -0.8 1.5 -2.9 -0.2150
C -0.715 1.651 -0.638 1.1 -1.0 2.4 -0.0643
C 1.301 -0.275 -0.372 2.7 1.0 -2.2 -0.1548
C 0.605 -1.274 0.447 -0.2 0.7 0.5 -0.2654
N 0.635 0.980 -0.579 -1.6 0.8 0.9 0.0834
O 1.314 3.230 -0.718 0.1 1.4 0.5 0.1235
O -1.660 1.361 1.806 0.4 -0.7 0.6 0.0952
O 0.575 -1.077 1.827 3.3 -2.0 0.1 -0.0033
H -2.146 2.778 0.358 0.0 -0.5 0.9 0.1517
H -1.201 1.601 -1.572 -1.1 -0.2 -0.8 0.1225
H 2.348 -0.100 0.028 -1.2 0.2 -0.3 0.1570
H 1.485 -0.682 -1.442 -0.4 0.1 1.7 0.1547
H 1.189 -2.137 0.187 -0.5 -1.2 0.4 0.1234
H -0.407 -1.221 0.171 -1.5 -1.0 -1.2 0.1127
H -0.070 -0.504 2.128 -2.2 1.9 0.5 0.0284

---

Record 15
18
Properties=species:S:1:pos:R:3:forces:R:3:lowdin_charge:R:1 method="wB97M-V/def2-TZVPD" smiles="CN(CC(=O)O)C(=O)C(=O)O" homo_lumo_gap_ev=10.18
C -0.460 -1.038 1.827 -0.9 1.6 2.2 -0.0195
C 0.566 -0.758 -0.352 3.3 -1.8 1.4 -0.1255
C -0.634 -0.647 -1.182 -6.3 -1.6 -2.3 -0.2782
C 0.137 1.197 0.914 -1.6 -0.7 1.2 -0.4585
C 0.581 1.623 -0.393 1.9 5.5 -3.2 -0.4236
H -0.269 -0.605 3.004 -0.5 -1.6 -3.4 0.1495
H -0.063 -2.195 1.670 -1.5 3.4 0.5 0.1400
H -1.598 -0.695 1.557 2.4 -1.9 1.0 0.1424
H 1.478 -0.285 -0.753 -0.7 -0.4 -0.4 0.1485
H 1.029 -1.836 -0.199 -1.8 1.9 -0.2 0.1820
H -1.338 -1.820 -2.572 -6.0 0.5 -3.7 -0.0118
H 1.301 3.055 -1.189 0.7 0.3 -0.1 0.1347
N 0.267 -0.109 0.911 0.5 -4.3 1.3 -0.1120
O -0.597 -1.889 -2.125 5.6 3.3 5.8 0.0620
O -1.693 0.055 -1.034 4.9 -4.4 -0.6 0.0746
O -0.396 1.908 1.737 0.4 0.0 0.0 0.1460
O 1.399 2.704 -0.291 -0.5 -0.1 0.5 0.1464
O 0.288 1.335 -1.530 0.1 0.4 0.1 0.1030

---

Record 16
20
Properties=species:S:1:pos:R:3:forces:R:3:lowdin_charge:R:1 method="wB97M-V/def2-TZVPD" smiles="O=CC(C=O)(C=O)NCS(=O)(=O)O" homo_lumo_gap_ev=9.78
C -2.117 0.301 1.417 -1.2 -0.6 -0.9 -0.1577
C -1.743 -0.846 -0.881 -1.9 0.7 0.8 -0.1763
C -1.540 1.640 -0.541 1.6 -1.2 1.8 -0.1411
C 1.027 -0.010 -0.688 0.4 -4.1 3.4 -0.1601
C -1.276 0.199 0.133 -0.3 1.3 -0.8 -0.3835
N 0.073 -0.083 0.488 1.7 1.0 -0.8 -0.0140
O 3.176 -1.367 0.137 0.8 -0.2 0.3 -0.1974
O -3.290 0.077 1.369 -0.5 -0.1 0.1 0.1054
O -2.735 -0.769 -1.562 0.7 0.3 0.2 0.1062
O -0.848 2.585 -0.324 0.4 0.2 0.0 0.1161
O 2.623 0.797 1.312 -0.3 0.4 1.9 -0.2411
O 3.530 0.766 -0.968 0.0 0.2 0.1 -0.2896
S 2.718 0.185 0.058 0.5 -1.7 -3.7 0.6145
H -1.710 0.635 2.371 1.0 0.1 0.1 0.1435
H -1.147 -1.724 -0.839 0.9 -1.3 -0.2 0.1192
H -2.394 1.650 -1.133 -1.9 0.2 -1.4 0.1120
H 0.976 0.794 -1.308 -0.5 2.5 -1.8 0.0618
H 0.979 -1.002 -1.253 0.3 1.5 0.7 0.1345
H 4.133 -1.599 -0.107 -1.9 1.2 0.4 0.1429
H 0.389 0.644 1.141 0.0 -0.4 -0.1 0.1045

---

Record 17
15
Properties=species:S:1:pos:R:3:forces:R:3:lowdin_charge:R:1 method="wB97M-V/def2-TZVPD" homo_lumo_gap_ev="6.37 / 8.64"
C 0.421 -1.261 1.372 -0.1 -1.5 -0.1 -0.0905
C 0.472 0.005 1.353 -0.1 0.4 -0.9 -0.0123
C 0.053 -2.298 0.288 0.7 0.2 0.8 -0.6916
C 0.426 1.429 1.251 0.0 0.5 0.1 -0.0901
C -0.647 0.787 -1.881 -0.3 0.2 -0.4 -0.2543
N 0.292 -0.252 -1.593 1.1 0.7 1.3 -0.4261
O -0.032 -3.464 0.548 -0.1 0.2 -0.1 0.0134
S -0.229 -1.748 -1.361 -1.2 -0.8 -1.1 0.9703
H 0.670 -1.857 2.238 0.1 -0.1 0.5 0.1146
H 1.419 1.814 1.024 0.0 0.1 0.0 0.0980
H 0.085 1.854 2.199 0.1 0.1 0.0 0.0911
H -0.265 1.762 0.469 0.0 0.0 0.1 0.0581
H -1.496 0.806 -1.185 0.0 -0.1 0.0 0.0739
H -0.107 1.736 -1.835 -0.2 0.0 0.0 0.0691
H -1.063 0.688 -2.888 -0.1 0.0 -0.1 0.0765